The following is a DFT calculation (wB97M-V/def2-TZVPD) of the molecule C4H2Cl2N2O at a distorted geometry.

Each line ends with the Mulliken charge.
Positions of all 11 atoms, in Å:
Cl -3.5309 2.1548 0.2669  -0.16
Cl -3.0482 -2.8350 -0.7148  -0.04
O 1.6429 -1.0638 -0.8364  -0.51
N 0.0545 0.4379 -0.2782  -0.17
N -2.8156 -0.3622 -0.0010  -0.06
C -2.3990 0.8379 0.0331  0.25
C -0.9757 1.1061 -0.0269  0.00
C -3.1138 -1.4968 0.2955  0.14
C 0.7587 -0.6546 -0.1328  0.12
H 0.5552 -1.0900 0.9712  0.21
H -0.7704 2.2504 0.2288  0.23

## Properties
LUMO energy (alpha / beta): -1.798 / -1.798 eV
HOMO (alpha / beta): -9.0 / -9.0 eV
Frontier orbital gap (alpha / beta): 7.2 / 7.2 eV

The following is a DFT calculation (wB97M-V/def2-TZVPD) of a cluster of 2 separate species, C4H2Cl2N2O6S in total at a distorted geometry.

Each line ends with the Mulliken charge.
Positions of all 17 atoms, in Å:
Cl 3.8905 -1.6570 0.1932  -0.13
Cl 0.8266 -2.2362 0.2688  -0.19
S -4.2220 -1.0603 -0.0967  0.77
O 2.7241 1.8169 0.5653  -0.53
O -3.6185 -1.2453 -1.3821  -0.40
O -1.4284 2.3128 -0.1818  -0.55
O -3.5772 -1.7561 1.0062  -0.40
O -3.0939 1.1011 0.3240  -0.62
O 4.3690 0.8940 -0.6471  -0.49
N -1.9444 1.2421 -0.0325  1.04
N 3.3282 0.9002 -0.0143  0.86
C -1.0340 0.0717 -0.0345  -0.72
C 1.3146 -0.6582 0.0185  0.58
C 0.2872 0.3973 -0.0060  -0.14
C 2.6683 -0.4268 0.0554  -0.05
H -1.2238 -1.0022 -0.1332  0.29
H 0.7335 1.3060 0.0967  0.69

## Properties
LUMO energy: -2.135 eV
HOMO: -10.3 eV
Frontier orbital gap: 8.2 eV

The following is a DFT calculation (wB97M-V/def2-TZVPD) of a structure of composition C4H2CoO5 at a distorted geometry.

Each line ends with the Mulliken charge.
Positions of all 12 atoms, in Å:
Co 1.8304 -0.4005 -2.2285  0.50
O -2.0643 0.9953 -3.4634  -0.21
O 1.2700 -1.2963 -0.6666  -0.23
O 0.0221 0.0288 0.5611  -0.25
O -0.2336 -0.0489 -2.5034  -0.25
O 0.9358 1.6271 3.3317  0.05
C -0.5172 0.2609 1.8603  -0.23
C -1.1534 0.4762 -2.9906  0.68
C 0.6444 -1.1097 0.3576  0.32
C 0.2662 1.0690 2.5697  0.80
H -1.5965 0.2482 1.9989  0.41
H 0.5960 -1.8501 1.1732  0.40

## Properties
Charge: +2
LUMO energy (alpha / beta): -10.986 / -13.799 eV
HOMO (alpha / beta): -14.7 / -20.2 eV
Multiplicity: 6
Frontier orbital gap (alpha / beta): 3.7 / 6.4 eV

The following is a DFT calculation (wB97M-V/def2-TZVPD) of a structure of composition C4H2CrFLiO4 at a distorted geometry.

Each line ends with the Mulliken charge.
Positions of all 13 atoms, in Å:
Cr 3.5235 0.5161 1.3721  1.21
F -0.9950 -1.1342 1.3270  -0.24
O 1.4198 -0.9208 -0.0218  -0.35
O 0.8244 1.1474 0.3944  -0.51
O -0.8126 2.6023 -0.6531  -0.30
O -1.4467 1.0600 0.7026  -0.32
C 0.0947 -1.1121 -0.7015  -0.17
C -1.0225 -0.4981 0.0686  -0.34
C -0.6255 1.9529 0.3231  0.77
C 1.6312 0.1504 0.6219  0.59
Li -2.8677 -0.8302 -0.9737  0.95
H 0.0332 -2.2037 -0.7419  0.33
H 0.2430 -0.7301 -1.7176  0.36

## Properties
Charge: +2
LUMO energy (alpha / beta): -11.322 / -9.914 eV
HOMO (alpha / beta): -16.2 / -16.3 eV
Multiplicity: 5
Frontier orbital gap (alpha / beta): 4.9 / 6.4 eV

The following is a DFT calculation (wB97M-V/def2-TZVPD) of a structure of composition C4H2EuO2 at a distorted geometry.

Each line ends with the Mulliken charge.
Positions of all 9 atoms, in Å:
Eu 0.3188 1.8603 0.1025  1.75
O 0.4546 -2.0616 -1.3549  -0.19
O -0.1471 2.5784 -2.2901  -0.14
C -0.0486 -1.0189 1.9273  -0.35
C -0.3125 2.8109 -3.3884  0.18
C 0.2477 -1.3429 -0.4462  0.85
C -0.0623 -0.5510 0.5842  -0.67
H -0.6470 -1.9279 2.1146  0.32
H 0.1963 -0.3474 2.7510  0.25

## Properties
Charge: +2
LUMO energy (alpha / beta): -9.691 / -9.644 eV
HOMO (alpha / beta): -18.5 / -18.5 eV
Multiplicity: 8
Frontier orbital gap (alpha / beta): 8.8 / 8.9 eV

The following is a DFT calculation (wB97M-V/def2-TZVPD) of the molecule C4H2F2O at a distorted geometry.

Each line ends with the Mulliken charge.
Positions of all 9 atoms, in Å:
F -0.5376 -1.9312 1.0298  -0.29
F -1.1552 -1.1585 -1.6518  -0.27
O 0.8058 1.1297 0.2022  -0.28
C -0.2502 -0.8035 0.5195  0.48
C 0.5379 0.1739 1.1463  -0.43
C 0.1189 0.8820 -0.9172  -0.40
C -0.5112 -0.3753 -0.7918  0.38
H 1.0313 0.4018 2.0516  0.41
H -0.0398 1.6811 -1.5887  0.41

## Properties
LUMO energy: 0.942 eV
HOMO: -8.9 eV
Structure (SMILES): Fc1cocc1F
Frontier orbital gap: 9.9 eV

Calculated energy above the lowest of the compared OMol25 structures with the same formula, charge and spin, 309.3 50.1 0.0 534.0 0.0 84.1 kJ/mol (same order as the records).
Calculated M, 165.0 277.0 189.0 192.0 234.0 104.1 g/mol (same order as the records).